C43H54CsNO6P4Te as an isolated structure at a distorted geometry, computed with ωB97M-V with the def2-TZVPD basis set.

XYZ file:
```
110
Properties=species:S:1:pos:R:3:forces:R:3:mulliken_charge:R:1
Cs 0.08445 -0.81126 -0.95181 2.785 1.430 -0.898 2.77
C -5.68317 -0.07292 -2.18937 0.118 -0.132 0.098 -1.59
C -4.22809 -0.47551 -2.34575 -0.154 0.326 -0.259 0.66
C -3.29066 0.71735 -2.39794 0.025 -0.245 0.093 -1.25
O -3.89608 -1.33291 -1.21415 0.102 -0.257 -0.188 0.19
P -2.92179 -2.55761 -1.47134 -0.876 -0.396 -0.428 0.76
O -1.60490 -2.22576 -2.02338 -1.347 -1.339 -0.873 -1.35
C -2.91592 -3.33292 0.17148 0.368 0.639 -0.212 -0.56
P -2.56624 -1.98269 1.33003 -0.436 -0.365 1.096 -0.54
O -1.60149 -1.01777 0.78951 -1.492 -0.092 1.446 -0.25
O -1.95531 -2.56750 2.67095 -0.164 0.055 -0.286 -0.30
C -2.38123 -3.62871 3.55253 -0.100 -0.356 0.111 0.48
C -1.70214 -4.92700 3.14285 0.001 0.219 -0.023 -1.33
C -3.88954 -3.78772 3.65436 0.160 0.180 -0.034 -1.13
O -4.02309 -1.45086 1.65398 0.328 -0.153 -0.031 -0.06
C -4.18766 -0.23948 2.45163 -0.188 0.399 0.157 0.55
C -3.97169 1.00008 1.59999 0.091 -0.265 -0.044 -0.64
C -5.59079 -0.29556 3.02517 0.128 -0.120 -0.039 -1.46
O -3.67643 -3.53504 -2.47441 0.128 -0.002 0.200 -0.28
C -4.97223 -4.10163 -2.18068 -0.306 -0.155 0.006 0.99
C -5.88075 -3.85694 -3.37147 0.153 0.072 0.107 -1.57
C -4.80812 -5.58414 -1.88763 0.083 0.170 -0.018 -1.46
H -6.04498 0.39194 -3.10610 0.021 0.028 0.002 0.43
H -5.79448 0.63878 -1.37057 -0.017 -0.007 0.015 0.31
H -6.29709 -0.94811 -1.97437 -0.041 0.025 -0.026 0.35
H -4.10549 -1.06471 -3.25990 -0.046 -0.030 0.028 0.60
H -3.27098 1.23644 -1.43860 -0.028 0.012 -0.001 0.07
H -3.63423 1.40624 -3.16937 0.041 0.037 -0.006 0.53
H -2.28011 0.39413 -2.64573 0.000 0.079 -0.010 0.21
H -2.06844 -4.02002 0.19229 -0.037 -0.062 -0.010 0.45
H -3.84220 -3.85777 0.38834 -0.050 0.041 0.052 0.38
H -1.99541 -3.31917 4.52476 0.026 0.032 -0.033 0.38
H -2.15350 -5.33234 2.23500 0.013 -0.036 0.004 0.23
H -1.81251 -5.66286 3.93878 0.002 -0.037 -0.022 0.47
H -0.64057 -4.75626 2.96614 0.002 -0.040 0.017 0.30
H -4.32340 -4.06304 2.69261 -0.058 -0.031 0.013 0.21
H -4.36021 -2.86887 3.99782 -0.027 -0.017 -0.007 0.13
H -4.10913 -4.57878 4.37070 -0.005 -0.013 0.000 0.50
H -3.44706 -0.25526 3.25786 -0.005 -0.090 -0.021 0.40
H -4.70636 1.02620 0.79355 -0.017 0.027 -0.005 -0.12
H -2.96906 1.00105 1.17622 -0.004 0.091 -0.016 -0.11
H -4.08624 1.89069 2.21739 -0.007 0.006 0.003 0.55
H -6.31367 -0.36158 2.21079 -0.021 0.024 0.011 0.29
H -5.79182 0.60663 3.60182 0.006 0.009 -0.005 0.41
H -5.72203 -1.15897 3.67672 -0.031 0.010 -0.008 0.32
H -5.39498 -3.59241 -1.30683 0.058 0.030 0.000 0.17
H -5.46511 -4.32779 -4.26234 -0.004 -0.013 -0.002 0.37
H -5.98959 -2.78920 -3.56071 -0.040 -0.013 -0.017 0.34
H -6.86341 -4.28304 -3.16962 -0.026 0.017 -0.047 0.40
H -4.49341 -6.10826 -2.79013 0.010 -0.017 0.007 0.37
H -5.75641 -6.00101 -1.54848 0.008 -0.037 -0.010 0.37
H -4.05300 -5.75091 -1.11851 -0.043 -0.028 0.022 0.32
Te 3.69143 1.22442 -2.77241 0.591 0.112 0.186 0.20
C 5.26833 2.62366 -2.72962 0.045 0.058 -0.010 0.33
C 5.63370 3.31899 -3.87823 -0.164 -0.169 0.005 -0.45
C 6.67021 4.23500 -3.80893 0.035 0.005 0.031 -0.37
N 7.34796 4.49922 -2.69482 0.064 0.064 -0.015 -0.65
C 6.99186 3.82820 -1.60045 0.026 0.059 -0.087 -0.54
C 5.97218 2.89175 -1.56347 -0.028 -0.099 0.072 0.01
C 3.23210 1.35576 -0.61382 -0.390 -0.280 -0.765 -0.23
P 3.15261 -0.42423 -0.22224 1.314 -0.286 0.230 -0.49
C 4.92847 -0.87836 -0.48269 -0.050 -0.227 0.033 -0.06
C 5.23906 -1.66096 -1.59716 0.002 -0.113 0.194 0.01
C 6.55227 -1.95873 -1.92255 0.056 0.010 -0.007 -0.63
C 7.58742 -1.48384 -1.12838 -0.042 -0.073 -0.030 -0.50
C 7.29228 -0.73647 -0.00023 0.061 0.087 0.083 -0.65
C 5.97410 -0.44065 0.32307 -0.017 0.019 -0.059 -0.57
C 3.06745 -0.45464 1.61937 -0.059 -0.043 0.011 1.75
C 3.63256 0.50873 2.45279 -0.002 0.016 0.047 -0.70
C 3.50684 0.41498 3.83125 0.020 0.030 -0.003 -0.61
C 2.79579 -0.63534 4.39766 -0.030 -0.060 -0.013 -0.70
C 2.22122 -1.59612 3.57837 0.020 -0.043 0.078 -0.65
C 2.36684 -1.50736 2.20117 -0.056 0.034 0.036 -0.85
P 1.58471 2.03926 -1.03632 -0.146 1.366 0.054 -0.77
C 2.13456 3.74582 -1.50400 -0.036 -0.040 0.006 0.15
C 1.81964 4.30419 -2.73860 -0.050 -0.010 0.098 -0.06
C 2.29391 5.56160 -3.08557 -0.017 0.018 -0.031 -0.61
C 3.09143 6.27122 -2.19926 0.024 0.058 -0.031 -0.45
C 3.41189 5.72122 -0.96666 0.010 -0.043 0.070 -0.69
C 2.92977 4.46785 -0.61895 -0.020 0.079 -0.089 -0.44
C 0.63212 2.63866 0.44724 -0.080 -0.283 0.021 1.10
C 0.90652 2.44773 1.79539 0.014 -0.009 -0.073 0.07
C 0.03502 2.92439 2.76998 -0.036 -0.008 0.095 -0.53
C -1.12432 3.59260 2.41269 -0.012 -0.001 0.032 -0.51
C -1.41861 3.78124 1.06564 0.012 -0.035 -0.041 -0.80
C -0.55195 3.29997 0.09994 -0.038 0.002 0.078 -0.99
H 5.10621 3.15212 -4.81031 0.049 0.075 -0.031 0.35
H 6.97359 4.78959 -4.69157 -0.041 -0.014 -0.011 0.36
H 7.56363 4.05792 -0.70636 -0.053 -0.046 0.032 0.36
H 5.72057 2.37633 -0.64501 -0.046 0.030 0.001 0.37
H 4.43615 -2.04683 -2.21162 -0.040 0.060 -0.059 0.35
H 6.77265 -2.54822 -2.80405 -0.020 -0.021 0.014 0.39
H 8.61538 -1.71168 -1.38068 0.005 0.029 -0.003 0.38
H 8.09484 -0.36753 0.62755 -0.019 -0.025 0.018 0.39
H 5.76400 0.13619 1.21327 0.040 0.043 -0.032 0.28
H 4.14482 1.35329 2.00421 -0.023 0.003 -0.016 0.23
H 3.95432 1.16864 4.46823 0.000 0.004 -0.013 0.40
H 2.68758 -0.70612 5.47289 0.010 0.023 0.001 0.40
H 1.66296 -2.41645 4.01447 0.002 0.008 -0.004 0.41
H 1.92341 -2.26456 1.56011 0.016 0.008 0.018 0.46
H 1.21426 3.73699 -3.43629 0.023 -0.018 -0.021 0.32
H 2.05578 5.98080 -4.05588 -0.018 0.008 0.014 0.40
H 3.46659 7.25078 -2.46931 0.022 -0.022 -0.018 0.38
H 4.05290 6.26044 -0.27952 -0.033 0.029 -0.003 0.42
H 3.18181 4.03192 0.34002 0.048 -0.028 -0.002 0.18
H 1.80695 1.93313 2.09427 0.003 0.013 -0.016 0.08
H 0.26969 2.76866 3.81688 0.006 0.009 -0.007 0.46
H -1.79336 3.97298 3.17536 -0.003 -0.016 0.002 0.42
H -2.32650 4.29624 0.77309 0.023 0.037 0.000 0.41
H -0.76982 3.45039 -0.95406 -0.061 0.003 0.023 0.38
```
Forces are in eV/Å.

Its HOMO energy is -5.6 eV. The energy above the lowest of the compared OMol25 structures with the same formula, charge and spin comes out at 0.0 kcal/mol. As for the total energy: -104241.9694 eV. The calculation puts the LUMO energy at -0.2 eV. Its charge is 0.